{"formula": "C3H6N2O2", "method": "ωB97M-V/def2-TZVPD", "smiles": "NC(N)=CC(=O)O", "homo_ev": -8.74, "lumo_ev": 0.362, "homo_lumo_gap_ev": 9.10, "symbols": ["C", "H", "H", "C", "O", "H", "O", "H", "H", "C", "H", "N", "N"], "coordinates": [[-0.476342, -0.819380, -0.305350], [2.375462, -0.772420, 0.907395], [1.632887, -1.822629, -0.111483], [-1.839454, -0.212531, -0.021533], [-2.051581, 1.102975, -0.309377], [-1.204167, 1.460105, -0.910516], [-2.721040, -0.911196, 0.372566], [-0.556482, -1.954572, -0.717293], [1.654973, 1.695694, 0.281122], [0.665973, -0.057403, -0.102696], [-0.072285, 1.688962, 0.873399], [1.874844, -0.762731, -0.130911], [0.717206, 1.365121, 0.174675]], "forces_ev_per_angstrom": [[-0.580, 0.541, -0.619], [-1.501, 0.810, -3.320], [0.398, 2.454, -0.707], [1.299, -0.902, -1.479], [3.194, 1.237, -2.012], [-3.118, -1.377, 2.376], [-0.803, 0.062, 0.519], [0.688, 2.979, 1.575], [0.194, 0.268, 0.484], [-1.684, -1.087, 0.561], [2.607, -0.720, -1.849], [2.056, -2.453, 3.529], [-2.750, -1.811, 0.943]]}


{"formula": "C3H6N2O2", "method": "ωB97M-V/def2-TZVPD", "smiles": "NC(=O)NCC=O", "homo_ev": -9.77, "lumo_ev": 0.585, "homo_lumo_gap_ev": 10.35, "symbols": ["H", "N", "H", "C", "C", "H", "H", "C", "H", "O", "H", "O", "N"], "coordinates": [[-0.452594, 0.025886, 1.404559], [-1.130754, 0.787234, -1.640276], [-0.374972, 0.395318, -2.169922], [-1.117064, 0.825279, -0.276596], [0.350461, -1.190326, -0.123009], [-1.865579, 1.272150, -2.117451], [2.406761, -2.138383, 0.155649], [1.722293, -1.327875, 0.471395], [0.495387, -1.109114, -1.207347], [-1.695658, 1.714995, 0.337060], [-0.159468, -2.164160, -0.059604], [2.199642, -0.539020, 1.244225], [-0.370421, -0.079053, 0.407316]], "forces_ev_per_angstrom": [[0.212, 0.060, 0.017], [0.197, -0.756, -0.335], [-0.202, -0.056, -0.095], [-0.160, 1.730, 0.587], [-0.052, -0.574, -0.492], [0.154, 0.315, 0.072], [-0.641, -0.379, -0.356], [1.201, 0.475, 0.272], [0.074, 0.231, 0.148], [-0.384, -0.607, -0.172], [-0.097, 0.082, 0.354], [-0.431, 0.122, 0.211], [0.128, -0.643, -0.213]]}


{"formula": "C3H6N2O2", "method": "ωB97M-V/def2-TZVPD", "homo_ev": -9.30, "lumo_ev": 0.552, "homo_lumo_gap_ev": 9.85, "symbols": ["C", "N", "H", "O", "O", "H", "H", "H", "C", "H", "N", "C", "H"], "coordinates": [[3.242426, 0.347599, -0.150294], [2.262548, -0.488677, 0.247065], [0.249001, -0.913384, 0.738397], [1.071511, 0.424669, -0.184888], [-0.967439, 0.553986, -0.196278], [4.095502, -0.237759, 0.166346], [-3.887384, -0.711538, -0.011141], [-3.773138, 1.316115, 0.978150], [-3.226478, 0.189140, 0.211180], [3.123437, 1.601556, -0.408309], [-2.004144, -0.255448, -0.489952], [0.020443, -0.441938, -0.107598], [-0.206284, -1.384325, -0.792678]], "forces_ev_per_angstrom": [[-2.583, -1.096, 2.533], [1.071, 6.794, -3.693], [-0.900, -1.829, 4.522], [3.556, -2.297, -0.231], [-0.308, -1.582, 0.002], [1.325, 0.982, -0.533], [0.054, 1.836, 0.492], [2.506, -3.706, -2.606], [2.712, -1.697, -2.329], [0.353, -4.305, 0.466], [-8.557, 3.509, 4.673], [-0.078, 0.967, -3.265], [0.848, 2.424, -0.029]]}


{"formula": "C3H6N2O2", "method": "ωB97M-V/def2-TZVPD", "homo_ev": -9.66, "lumo_ev": -0.835, "homo_lumo_gap_ev": 8.83, "symbols": ["C", "C", "O", "C", "H", "N", "H", "H", "N", "H", "H", "H", "O"], "coordinates": [[-1.544306, -0.309843, -1.324922], [0.299996, -0.457795, 0.433812], [1.241533, 0.201488, 2.689389], [-0.111380, -0.010191, -1.005299], [2.064168, 0.713532, 2.741164], [0.693734, 0.460316, -1.859749], [0.472276, 0.906284, 2.147574], [1.622324, 0.615759, -1.467051], [0.845210, 0.631690, 1.017934], [-1.751471, -1.366152, -1.144739], [-1.745309, -0.057669, -2.364459], [-2.207391, 0.266597, -0.673614], [0.120616, -1.594016, 0.809959]], "forces_ev_per_angstrom": [[0.013, -0.002, -0.023], [-0.160, -0.407, -0.214], [-0.280, 0.167, -0.809], [0.066, -0.082, 0.114], [-0.071, -0.027, -0.027], [-0.119, -0.004, 0.196], [0.048, -0.054, 0.199], [-0.058, -0.061, 0.039], [0.366, 0.035, 0.548], [0.029, 0.048, -0.004], [0.024, -0.009, 0.046], [0.050, -0.021, -0.026], [0.092, 0.417, -0.039]]}


{"formula": "C3H6N2O2", "method": "ωB97M-V/def2-TZVPD", "homo_ev": -7.87, "lumo_ev": -0.054, "homo_lumo_gap_ev": 7.81, "symbols": ["H", "H", "H", "C", "N", "H", "H", "C", "O", "C", "O", "H", "N"], "coordinates": [[-3.235865, -0.447041, 0.271782], [-0.696993, 2.000105, -0.216763], [3.226951, -0.182296, -0.227285], [1.294724, -0.026736, 0.009938], [-1.369334, 1.287095, -0.205905], [-1.775186, -1.743700, 1.056067], [-2.566985, 1.593691, 0.015978], [-1.186788, -0.043166, 0.050109], [1.344892, 1.194414, 0.266346], [0.095066, -0.775155, 0.026118], [2.276073, -0.755237, -0.163464], [0.172952, -1.807358, -0.005954], [-2.246466, -0.980878, -0.113220]], "forces_ev_per_angstrom": [[3.285, -2.074, -1.139], [1.346, 0.582, 0.353], [-4.023, -1.934, 0.450], [-4.472, 4.421, 1.966], [-7.172, -1.659, 1.487], [-2.390, 2.483, -4.300], [5.271, -0.895, -1.039], [4.098, -2.131, -2.060], [0.445, -0.485, -0.793], [-3.300, 4.485, 0.370], [9.327, -1.392, -1.511], [-0.459, -1.737, -0.109], [-1.957, 0.336, 6.326]]}


{"formula": "C3H6N2O2", "method": "ωB97M-V/def2-TZVPD", "smiles": "CN1O[C@H]1/C=[NH+]\\[O-]", "homo_ev": [-9.09, -8.42], "lumo_ev": [-0.460, -0.639], "homo_lumo_gap_ev": [8.63, 7.79], "symbols": ["H", "C", "N", "O", "N", "O", "H", "H", "H", "H", "C", "H", "C"], "coordinates": [[1.079146, -1.190963, -0.402070], [-0.663614, 0.728480, -0.636746], [-0.073755, -0.757289, 1.356633], [0.691984, 0.501375, 1.445873], [0.227611, 1.364349, -1.350848], [0.373197, 2.548168, -0.671102], [-0.183303, -2.374819, 0.074788], [-1.364788, 0.930660, 1.393038], [-1.490440, 0.218705, -1.128606], [1.312410, -2.248964, 1.012614], [0.580713, -1.683701, 0.437220], [0.051463, 1.468679, -2.354466], [-0.540623, 0.495320, 0.823671]], "forces_ev_per_angstrom": [[-0.040, -0.021, 0.040], [0.058, -2.833, -0.633], [-0.215, 0.014, 0.013], [0.162, 0.024, -0.163], [-2.898, 2.851, 1.893], [2.211, -0.087, -1.161], [0.031, 0.032, 0.002], [0.064, -0.044, 0.006], [0.192, -0.296, -0.098], [-0.009, 0.018, -0.055], [0.030, 0.163, 0.015], [0.680, -0.218, 0.110], [-0.267, 0.397, 0.031]]}


Respective ΔE to the lowest compared entry with this formula, charge and spin values: 65.3; 29.1; 267.4; 132.1; 129.9; 192.2 kcal/mol.
Respective E_tot values: -10281.9657; -10283.5341; -10273.2028; -10279.0702; -10279.1627; -10276.4618 eV.